1.
A cluster of 9 separate species, C44H116F3N8O10S in total at a distorted geometry, computed with the ωB97M-V functional and the def2-TZVPD basis.

CARTESIAN COORDINATES (ANGSTROEM)
C  -9.3959  -25.0094  -1.0645
C  -10.8472  -24.6473  -1.4087
C  -11.0214  -24.2307  -2.8488
O  -12.3219  -23.8782  -3.1856
C  -12.5741  -23.7583  -4.5865
N  -11.7110  -25.8546  -1.0898
H  -12.6974  -25.5839  -1.1404
H  -11.6341  -26.6279  -1.7617
H  -11.4388  -26.1905  -0.1675
H  -9.1681  -24.9902  0.0018
H  -8.6908  -24.3250  -1.5266
H  -9.2365  -26.0509  -1.3532
H  -11.1823  -23.8102  -0.7906
H  -10.6764  -25.0753  -3.4723
H  -10.2722  -23.4572  -3.0645
H  -12.8895  -24.7110  -5.0134
H  -11.7090  -23.3888  -5.1412
H  -13.3783  -23.0417  -4.7366
C  -7.4409  -18.5612  6.1784
C  -7.4694  -18.0195  4.7611
C  -6.0706  -18.2232  4.1355
O  -5.8242  -17.6361  2.8886
C  -5.5938  -16.2292  2.9051
N  -8.7473  -18.5155  4.0408
H  -9.3311  -18.9215  4.7713
H  -9.1813  -17.6419  3.7434
H  -8.7894  -19.1426  3.2077
H  -8.4463  -18.5145  6.6111
H  -6.8567  -17.9292  6.8417
H  -7.1355  -19.6079  6.1831
H  -7.5922  -16.9351  4.7485
H  -5.9821  -19.2904  3.8845
H  -5.3156  -17.9928  4.8919
H  -4.7329  -15.9278  3.5043
H  -6.4745  -15.6643  3.2339
H  -5.4935  -15.9335  1.8614
C  3.9007  -23.2987  -2.5743
C  3.7609  -22.4003  -1.3680
C  2.4137  -22.3995  -0.6249
O  2.5481  -21.6842  0.5784
C  1.3365  -21.0884  1.0328
N  4.8879  -22.7185  -0.3509
H  5.8175  -22.5578  -0.7397
H  4.6478  -22.2228  0.5089
H  4.7660  -23.7163  -0.1540
H  3.3984  -24.2611  -2.4685
H  4.9550  -23.4012  -2.8365
H  3.4669  -22.8418  -3.4654
H  4.0426  -21.3840  -1.6490
H  2.0413  -23.4304  -0.5942
H  1.7902  -21.8417  -1.3340
H  0.6036  -21.8406  1.3758
H  0.7745  -20.6087  0.2282
H  1.5285  -20.4995  1.9220
C  -0.3267  -24.6820  6.1244
N  1.0967  -24.4778  5.7240
C  1.7726  -23.5054  6.6613
C  1.8377  -25.7963  5.7550
C  1.0864  -24.0183  4.2650
C  2.4360  -23.4589  3.8335
O  2.4583  -22.0270  3.9290
H  -0.8300  -25.0804  5.2431
H  -0.8190  -23.7139  6.2131
H  -0.3886  -25.3092  7.0057
H  2.8359  -23.4796  6.4553
H  1.5701  -23.9319  7.6408
H  1.3304  -22.5217  6.5384
H  1.1195  -26.4991  5.3284
H  1.9838  -26.0924  6.7899
H  2.7244  -25.7886  5.1349
H  0.4060  -23.1836  4.0941
H  0.8381  -24.9176  3.7096
H  2.6669  -23.8275  2.8297
H  3.2445  -23.8285  4.4707
H  3.2226  -21.7777  3.3964
C  -5.5648  -18.9391  -2.7712
N  -6.7660  -18.0645  -2.4906
C  -6.3205  -16.6690  -2.8857
C  -7.8597  -18.5603  -3.3956
C  -7.1643  -18.2687  -1.0501
C  -8.4736  -17.5875  -0.6430
O  -8.3777  -16.2007  -0.8722
H  -5.8101  -19.9073  -2.3399
H  -4.6635  -18.4408  -2.4343
H  -5.4648  -19.0817  -3.8457
H  -6.3302  -16.5554  -3.9640
H  -5.3330  -16.5238  -2.4617
H  -7.0140  -15.9936  -2.3958
H  -8.1685  -19.5336  -3.0236
H  -7.5061  -18.6183  -4.4208
H  -8.6391  -17.8025  -3.3683
H  -6.3842  -17.7447  -0.4911
H  -7.2454  -19.3409  -0.9146
H  -8.6998  -17.8080  0.4005
H  -9.2580  -18.0605  -1.2464
H  -9.0554  -15.7373  -0.3703
C  -11.2879  -23.3728  4.2889
N  -10.8683  -24.7242  4.7567
C  -9.8063  -25.2548  3.8818
C  -10.3365  -24.5786  6.1754
C  -12.0116  -25.7679  4.7616
C  -13.1044  -25.5635  5.7970
O  -12.7395  -26.0684  7.0439
H  -11.5851  -23.3631  3.2432
H  -10.4243  -22.7193  4.3994
H  -12.0834  -23.0155  4.9362
H  -10.0572  -25.2174  2.8224
H  -9.6086  -26.2840  4.1735
H  -8.8497  -24.7357  3.9510
H  -9.4056  -24.0242  6.0997
H  -10.2302  -25.5730  6.5941
H  -11.0742  -23.9896  6.7084
H  -11.4911  -26.7195  4.7926
H  -12.4707  -25.5948  3.7858
H  -14.0342  -25.8938  5.3222
H  -13.2482  -24.4700  5.8496
H  -13.2361  -25.5688  7.7030
C  -14.1101  -19.3801  -0.6686
N  -14.6532  -20.7678  -0.6702
C  -16.0265  -20.8392  -1.2752
C  -13.7303  -21.5666  -1.5718
C  -14.6050  -21.4327  0.6914
C  -15.4902  -20.7720  1.7231
O  -16.8572  -20.9385  1.4630
H  -14.7406  -18.7940  -0.0039
H  -14.1745  -18.9900  -1.6794
H  -13.0953  -19.3960  -0.2791
H  -16.6716  -20.1632  -0.7239
H  -16.3189  -21.8783  -1.3650
H  -15.9690  -20.3976  -2.2719
H  -14.0809  -22.5938  -1.5301
H  -12.7148  -21.4542  -1.2010
H  -13.8631  -21.1757  -2.5757
H  -13.5561  -21.4944  0.9711
H  -15.0826  -22.3890  0.4603
H  -15.2264  -19.7015  1.7478
H  -15.2276  -21.1325  2.7239
H  -17.3407  -20.8080  2.2869
C  -3.7638  -14.0090  6.4934
C  -3.4931  -15.5242  6.6750
C  -2.4097  -16.0920  5.7562
C  -1.7165  -17.2921  6.3587
N  -0.5531  -17.8550  5.5446
C  -0.1576  -19.2363  6.0277
C  1.2867  -19.4456  5.4646
C  1.8816  -17.9976  5.4951
C  0.7307  -17.1150  5.8765
C  -0.8746  -17.7382  4.0696
C  -2.0363  -18.6553  3.6139
C  -2.5118  -18.1640  2.2421
H  -3.0391  -13.5293  7.1424
H  -4.7895  -13.8008  6.7871
H  -3.7234  -13.7448  5.4371
H  -4.4595  -16.0364  6.5834
H  -3.1993  -15.7487  7.7055
H  -1.6151  -15.3649  5.5452
H  -2.9016  -16.2752  4.7963
H  -2.4219  -18.1278  6.3812
H  -1.3211  -17.1039  7.3537
H  -0.8462  -20.0353  5.7620
H  -0.1269  -19.1937  7.1156
H  1.2967  -19.7629  4.4272
H  1.9376  -20.0682  6.0698
H  2.2089  -17.8245  4.4734
H  2.6733  -17.9491  6.2329
H  0.7002  -16.1031  5.4787
H  0.7122  -17.0165  6.9623
H  0.0416  -18.0615  3.5755
H  -1.0380  -16.6996  3.8089
H  -2.8738  -18.5911  4.3126
H  -1.7283  -19.7003  3.5987
H  -1.7314  -18.1518  1.4676
H  -3.0078  -17.2018  2.1731
H  -3.1062  -18.9757  1.8032
C  -7.3825  -22.3442  1.2228
F  -7.7154  -23.6173  1.3929
F  -6.7207  -21.8618  2.2723
F  -6.5879  -22.2921  0.1573
S  -8.8952  -21.2882  0.8758
O  -10.1001  -22.0648  1.1321
O  -8.7434  -20.0690  1.6734
O  -8.8424  -20.9087  -0.5251

Computed properties:
E_tot, hartree: -3631.45894
Highest occupied orbital energy, hartree: -0.80427
Relative energy (zero: lowest compared OMol25 entry of this formula, charge and spin), kcal/mol: 0.00
LUMO level, eV: -12.0
Frontier orbital gap, eV: 9.8
Net charge: +7
Molar mass, g/mol: 1006.52

2.
A cluster of 11 separate species, C44H116N10O20 in total at a distorted geometry, computed with the ωB97M-V functional and the def2-TZVPD basis.

CARTESIAN COORDINATES (ANGSTROEM)
C  4.8787  -0.7321  2.2460
O  4.1682  -0.6195  1.2244
N  5.8834  -1.6965  2.2593
N  4.9713  0.2381  3.2484
H  6.6217  -1.6929  2.9314
H  6.0046  -2.1970  1.3998
H  5.7641  0.1534  3.8542
H  4.6804  1.1657  3.0030
C  -2.4781  -1.1195  4.7612
O  -2.7614  -2.0573  5.4871
N  -1.1802  -0.7860  4.4624
N  -3.4334  -0.2463  4.2292
H  -0.4376  -1.2557  4.9477
H  -0.9115  -0.0445  3.8413
H  -4.3622  -0.6088  4.1668
H  -3.0248  0.3139  3.4965
C  -3.8058  -2.5403  -6.6540
O  -3.5642  -2.1756  -5.3185
C  -2.2046  -2.0378  -5.0430
C  -1.9141  -1.4276  -3.7028
N  -2.4164  -2.2115  -2.5558
C  -2.0654  -3.6241  -2.7871
C  -2.4264  -4.4512  -1.6047
O  -3.8214  -4.6273  -1.6028
C  -4.1871  -5.6385  -0.6623
H  -3.2678  -1.9086  -7.3839
H  -4.8685  -2.5121  -6.8723
H  -3.4270  -3.5552  -6.8785
H  -1.7798  -1.3017  -5.7669
H  -1.5683  -2.9140  -5.2503
H  -2.4375  -0.4713  -3.6381
H  -0.8318  -1.3062  -3.6413
H  -3.4304  -2.1578  -2.6511
H  -1.0007  -3.6934  -2.9939
H  -2.6992  -4.0046  -3.5970
H  -2.1765  -3.8613  -0.7115
H  -1.9105  -5.4156  -1.5521
H  -5.2795  -5.5991  -0.5933
H  -3.8241  -5.4179  0.3397
H  -3.8771  -6.6154  -1.0382
C  -1.6452  -7.9349  7.4337
O  -0.7080  -7.0349  6.9232
C  -1.2415  -6.0712  6.0319
C  -0.1526  -5.6909  5.0639
N  -0.6527  -4.7237  4.1029
C  0.4128  -3.9530  3.5043
C  1.1478  -4.7303  2.4086
O  2.4497  -5.0850  2.8527
C  3.1480  -5.9022  1.9510
H  -2.0388  -8.5834  6.6361
H  -2.5265  -7.4691  7.8994
H  -1.1348  -8.5466  8.1734
H  -1.5477  -5.2283  6.6714
H  -2.1290  -6.3391  5.4386
H  0.1847  -6.5986  4.5599
H  0.6956  -5.2522  5.6113
H  -1.2495  -4.0820  4.6287
H  1.2627  -3.7151  4.1721
H  0.0502  -3.0241  3.0723
H  1.3193  -4.0435  1.5602
H  0.5230  -5.5591  2.0521
H  2.4797  -6.4765  1.3103
H  3.7965  -6.5976  2.5023
H  3.8881  -5.3146  1.3831
C  2.5305  -0.7577  5.1411
O  1.5848  -1.6105  5.7635
C  0.8858  -1.0135  6.8133
C  -0.0495  -1.9838  7.4349
N  0.7640  -3.0364  8.0223
C  0.0997  -3.9434  8.9652
C  -0.4646  -3.2085  10.1680
O  -0.8783  -4.1156  11.1634
C  -2.0412  -4.8701  10.8632
H  3.3936  -0.6111  5.8104
H  2.0957  0.1809  4.7782
H  2.9236  -1.2870  4.2733
H  0.4433  -0.0491  6.4952
H  1.6231  -0.6129  7.5338
H  -0.7315  -2.4337  6.7033
H  -0.6444  -1.5120  8.2087
H  1.3003  -3.5699  7.3579
H  0.8742  -4.6550  9.2473
H  -0.6752  -4.5058  8.4191
H  -1.2615  -2.4964  9.9310
H  0.3647  -2.6427  10.6001
H  -1.8061  -5.6810  10.1671
H  -2.8694  -4.2103  10.5624
H  -2.4127  -5.3255  11.7865
C  0.9916  4.6462  -0.3537
O  1.2380  5.5248  -1.4317
C  2.5959  5.7812  -1.7047
C  2.6909  6.6072  -2.9626
N  2.3881  5.9350  -4.2175
C  1.0390  5.4142  -4.3610
C  0.7435  5.1469  -5.8341
O  0.6863  6.3307  -6.6237
C  -0.3981  7.1528  -6.3294
H  1.1775  3.6206  -0.6894
H  -0.0562  4.7573  -0.0693
H  1.5156  4.9531  0.5618
H  3.2166  4.8781  -1.7796
H  3.0263  6.4439  -0.9340
H  3.7340  6.9480  -3.0001
H  2.1031  7.5294  -2.7965
H  2.5392  6.5906  -4.9767
H  0.3011  6.1017  -3.9141
H  0.8549  4.4857  -3.8177
H  -0.2465  4.6705  -5.8432
H  1.5719  4.5246  -6.1609
H  -1.2522  6.8435  -6.9489
H  -0.1458  8.1648  -6.6496
H  -0.7256  7.2010  -5.2911
C  -3.1046  2.6565  2.0305
O  -2.1431  2.0911  2.8870
C  -1.9209  2.8932  4.0200
C  -1.1460  4.1511  3.7430
N  -1.9929  5.2906  3.4463
C  -1.3398  6.5491  3.3048
C  -0.7294  6.6659  1.9363
O  0.0180  7.8810  1.8794
C  0.6177  8.0973  0.6347
H  -3.1914  2.0468  1.1208
H  -2.8030  3.6050  1.5478
H  -4.0866  2.8377  2.4818
H  -1.3001  2.2964  4.6917
H  -2.8537  3.0845  4.5683
H  -0.4756  3.9216  2.9002
H  -0.4272  4.3399  4.5656
H  -2.8073  5.2672  4.0376
H  -0.6195  6.7752  4.1094
H  -2.0878  7.3364  3.4562
H  -1.4685  6.7046  1.1246
H  -0.0826  5.7878  1.8095
H  1.4319  7.3690  0.5053
H  0.9618  9.1217  0.5609
H  -0.0422  7.8895  -0.2240
C  3.3481  1.3965  -3.6587
O  2.9849  0.9438  -4.9382
C  2.2416  1.8658  -5.6807
C  1.2439  1.1111  -6.5214
N  0.5407  1.9132  -7.4978
C  -0.3911  1.1285  -8.2505
C  -1.2427  1.9980  -9.1485
O  -2.0344  1.1339  -9.9123
C  -2.8389  1.8033  -10.8397
H  3.6633  2.4427  -3.7101
H  4.1503  0.7947  -3.2338
H  2.4968  1.2711  -2.9766
H  2.8380  2.6189  -6.2027
H  1.6100  2.3936  -4.9433
H  0.4914  0.5946  -5.9171
H  1.7740  0.2941  -7.0481
H  1.1855  2.4419  -8.0701
H  -1.0895  0.6344  -7.5704
H  0.0465  0.3495  -8.8982
H  -0.6886  2.7195  -9.7658
H  -1.9351  2.5990  -8.5342
H  -3.3306  2.6630  -10.3684
H  -3.5339  1.0735  -11.2440
H  -2.2573  2.1885  -11.6923
C  -1.0841  2.2971  -3.2404
C  -1.5432  2.3608  -4.6804
O  -2.5211  3.4019  -4.8249
O  -0.0061  1.3768  -3.1059
H  -1.9018  2.0085  -2.5672
H  -0.8342  3.3010  -2.8625
H  -2.0628  1.4386  -4.9698
H  -0.7447  2.5466  -5.4001
H  -3.4025  3.0729  -4.6417
H  0.4677  1.3168  -3.9403
C  1.0661  -0.3869  -0.4956
C  0.1473  -0.9972  0.5163
O  0.7423  -0.9432  1.8229
O  2.2661  -1.1102  -0.8104
H  1.3297  0.6529  -0.2612
H  0.6095  -0.3395  -1.4911
H  -0.0252  -2.0713  0.4059
H  -0.8212  -0.4981  0.5359
H  1.6820  -0.7385  1.7193
H  2.9701  -0.9582  -0.1536
C  2.7882  -2.3845  -4.3004
C  3.7043  -3.0604  -3.3077
O  2.9723  -3.9120  -2.4570
O  1.6320  -1.8209  -3.6050
H  2.3097  -3.0812  -4.9916
H  3.2161  -1.5717  -4.8967
H  4.2972  -2.3471  -2.7205
H  4.4081  -3.6697  -3.8860
H  2.1183  -3.4701  -2.3234
H  1.9705  -1.1372  -3.0051

Computed properties:
E_tot, hartree: -3798.10250
Highest occupied orbital energy, hartree: -0.29493
Relative energy (zero: lowest compared OMol25 entry of this formula, charge and spin), kcal/mol: 43.73
LUMO level, eV: 0.0
Structure (SMILES): COCCNCCOC.COCCNCCOC.COCCNCCOC.COCCNCCOC.COCCNCCOC.COCCNCCOC.NC(N)=O.NC(N)=O.OCCO.OCCO.OCCO
Frontier orbital gap, eV: 8.0
Molar mass, g/mol: 1105.46

- What is the LUMO level in the first record?
  -12.0 eV

- Number 1 is which compound?
  C44H116F3N8O10S

- Which value of highest occupied orbital energy does entry 1 give?
  -0.80427 hartree

- The highest LUMO level belongs to which entry?
  C44H116N10O20